1.
Computed, not measured: a structure of composition C5H19Ag2N8O8 in a non-equilibrium geometry, with the ωB97M-V functional and the def2-TZVPD basis.

Positions of all 42 atoms, in Å:
Ag1 -7.225 -5.957 -17.894
Ag2 -9.158 -0.566 -23.221
O1 -6.322 0.271 -17.933
C1 -7.078 -0.628 -18.504
O2 -7.321 -1.747 -18.037
O3 -7.581 -0.431 -19.606
H1 -6.491 0.964 -18.577
O4 -2.520 3.500 -18.842
H2 -2.734 4.428 -18.747
H3 -2.605 3.142 -17.958
C2 -0.921 0.486 -15.290
O5 -1.155 1.654 -15.147
N1 0.194 -0.102 -14.967
N2 -1.833 -0.415 -15.608
H4 0.181 -1.108 -14.876
H5 0.940 0.423 -14.533
H6 -1.697 -1.408 -15.485
H7 -2.712 -0.072 -15.968
C3 -4.301 1.180 -23.294
O6 -5.479 1.102 -23.653
N3 -3.390 0.213 -23.057
N4 -3.689 2.267 -22.999
H8 -2.391 0.340 -22.978
H9 -3.727 -0.738 -23.002
H10 -4.241 3.109 -22.916
H11 -2.762 2.367 -22.612
C4 -10.471 3.906 -13.584
O7 -9.818 3.268 -12.696
N5 -11.523 4.602 -13.419
N6 -10.069 3.971 -14.774
H12 -11.757 5.253 -14.155
H13 -11.849 4.688 -12.467
H14 -10.763 4.426 -15.349
H15 -9.108 3.806 -15.040
C5 -7.920 -1.471 -11.638
O8 -7.475 -2.600 -11.639
N7 -8.295 -0.833 -10.568
N8 -8.146 -0.831 -12.726
H16 -7.911 -1.312 -9.766
H17 -8.566 0.133 -10.682
H18 -8.472 0.114 -12.580
H19 -7.934 -1.268 -13.611

Summary:
- Charge: +3
- Gap between HOMO and LUMO (spin up / spin down): 0.127 / 0.073 Eh
- <S²>: 2.014
- HOMO level (spin up / spin down): -14.5 / -14.5 eV
- 2S+1: 3

2.
Computed, not measured: a cluster of 3 separate species, C18H23BrN2O5 in total in a non-equilibrium geometry, with the ωB97M-V functional and the def2-TZVPD basis.

Positions of all 49 atoms, in Å:
O1 0.709 -0.303 1.199
C1 0.525 0.865 1.294
Br1 1.065 1.895 2.932
C2 -0.190 1.750 0.156
C3 -1.407 2.436 0.899
C4 -1.341 3.838 1.253
C5 -2.513 4.433 1.995
C6 -3.641 3.585 2.316
C7 -3.724 2.126 1.946
N1 -4.882 1.447 2.306
C8 -4.776 0.144 1.936
C9 -3.613 -0.482 1.247
N2 -2.508 0.207 0.864
C10 -2.576 1.544 1.231
H1 0.536 2.503 -0.242
H2 -0.538 1.114 -0.703
H3 -0.447 4.461 0.985
H4 -2.486 5.508 2.303
H5 -4.511 4.030 2.868
H6 -5.645 -0.525 2.186
H7 -3.652 -1.576 1.017
C11 2.232 1.004 -4.668
C12 2.174 2.427 -4.152
O2 1.993 2.456 -2.730
C13 2.999 2.377 -1.840
C14 4.364 1.949 -2.309
O3 2.779 2.575 -0.671
H8 3.083 0.461 -4.254
H9 2.312 0.993 -5.756
H10 1.334 0.457 -4.375
H11 3.043 3.018 -4.449
H12 1.302 2.928 -4.577
H13 4.462 0.871 -2.183
H14 5.110 2.453 -1.695
H15 4.580 2.220 -3.340
C15 1.605 -3.581 0.897
C16 0.121 -3.404 1.138
O4 -0.646 -4.322 0.343
C17 -0.928 -5.584 0.710
C18 -0.183 -6.194 1.869
O5 -1.714 -6.235 0.068
H16 1.945 -4.577 1.188
H17 2.176 -2.842 1.461
H18 1.832 -3.466 -0.165
H19 -0.146 -3.483 2.195
H20 -0.177 -2.406 0.820
H21 0.685 -6.733 1.492
H22 -0.850 -6.893 2.374
H23 0.130 -5.472 2.620

Summary:
- SMILES: O=C(Br)Cc1cccc2nccnc12.CCOC(C)=O.CCOC(C)=O
- Energy above the lowest of the compared OMol25 structures with the same formula, charge and spin: 60.5 kcal/mol
- Gap between HOMO and LUMO: 0.301 Eh
- HOMO level: -8.8 eV

3.
Computed, not measured: a structure of composition C19H28HoN2P2 in a non-equilibrium geometry, with the ωB97M-V functional and the def2-TZVPD basis.

Positions of all 52 atoms, in Å:
C1 -1.438 3.317 -1.840
C2 -1.228 2.002 -1.427
C3 0.101 1.500 -1.460
C4 1.191 2.324 -1.863
C5 0.928 3.677 -2.219
C6 -0.365 4.151 -2.197
C7 2.483 1.795 -1.696
C8 2.689 0.404 -1.644
C9 1.577 -0.413 -1.291
C10 1.685 -1.832 -1.233
C11 2.916 -2.404 -1.542
C12 4.035 -1.609 -1.842
C13 3.941 -0.229 -1.885
H1 -2.453 3.714 -1.860
H2 1.781 4.315 -2.459
H3 -0.567 5.177 -2.491
H4 3.352 2.452 -1.774
H5 3.016 -3.491 -1.529
H6 4.983 -2.098 -2.065
H7 4.798 0.392 -2.147
N1 0.381 0.231 -0.944
Ho1 0.176 0.087 1.225
C14 -2.377 1.156 -0.884
H8 -2.374 0.144 -1.330
H9 -3.337 1.643 -1.107
C15 0.496 -2.697 -0.845
H10 -0.420 -2.431 -1.401
H11 0.717 -3.759 -1.023
P1 -2.340 0.958 0.974
P2 0.097 -2.587 0.966
C16 1.456 -3.571 1.685
H12 1.359 -3.578 2.780
H13 1.429 -4.605 1.314
H14 2.427 -3.128 1.427
C17 -1.377 -3.645 1.152
H15 -1.214 -4.626 0.677
H16 -1.581 -3.778 2.227
H17 -2.239 -3.145 0.681
C18 -2.733 2.656 1.517
H18 -3.709 2.977 1.125
H19 -2.760 2.665 2.616
H20 -1.961 3.362 1.185
C19 -3.875 0.052 1.306
H21 -4.091 0.108 2.380
H22 -4.713 0.482 0.739
H23 -3.746 -1.002 1.025
H24 2.194 2.533 0.449
H25 2.074 2.127 1.137
N2 -0.279 -0.385 3.592
H26 -1.301 -0.431 3.717
H27 0.084 0.324 4.233
H28 0.113 -1.286 3.867

Summary:
- Charge: +1
- Gap between HOMO and LUMO (spin up / spin down): 0.188 / 0.237 Eh
- <S²>: 6.044
- HOMO level (spin up / spin down): -8.1 / -9.5 eV
- 2S+1: 5

4.
Computed, not measured: a cluster of 3 separate species, C4H4BrCl in total in a non-equilibrium geometry, with the ωB97M-V functional and the def2-TZVPD basis.

Positions of all 10 atoms, in Å:
C1 -1.548 -1.268 -1.513
C2 -2.449 -0.489 -1.291
Cl1 -3.706 0.408 -0.878
H1 -0.664 -1.614 -1.885
C3 0.884 0.577 0.546
C4 -0.196 0.355 1.008
H2 1.813 0.938 0.189
H3 -1.028 -0.227 1.315
Br1 -1.886 4.106 -0.108
H4 -0.926 5.152 -0.073

Summary:
- SMILES: C#CCl.C#C.Br
- Energy above the lowest of the compared OMol25 structures with the same formula, charge and spin: 74.3 kcal/mol
- Gap between HOMO and LUMO: 0.385 Eh
- HOMO level: -9.9 eV

5.
Computed, not measured: a cluster of 2 separate species, C19H33Cl2NO2P in total in a non-equilibrium geometry, with the ωB97M-V functional and the def2-TZVPD basis.

Positions of all 58 atoms, in Å:
C1 -3.347 -3.169 -0.903
C2 -3.925 -2.031 -0.232
C3 -3.939 -0.519 -0.749
P1 -2.227 0.329 -0.897
C4 -1.635 -0.275 0.824
C5 -2.526 0.185 2.064
O1 -3.517 0.957 2.036
N1 -2.088 -0.329 3.413
C6 -2.998 -1.398 3.903
C7 -1.921 0.784 4.389
C8 -0.510 1.182 -1.263
C9 0.667 0.136 -1.549
C10 0.497 -0.480 -3.045
O2 2.013 0.691 -1.509
C11 2.402 1.083 -0.183
C12 2.714 -0.126 0.814
C13 2.739 -1.624 0.456
C14 3.014 -2.771 1.482
C15 3.286 -2.409 2.958
C16 3.305 -0.895 3.317
C17 3.034 0.246 2.309
H1 -4.067 -3.945 -1.361
H2 -2.219 -3.316 -0.937
H3 -4.466 -2.230 0.774
H4 -4.382 -0.554 -1.818
H5 -4.700 0.109 -0.143
H6 -2.720 1.589 -0.346
H7 -2.645 0.813 -2.222
H8 -1.728 -0.925 -1.477
H9 -1.438 -1.416 0.879
H10 -0.592 0.203 0.994
H11 -3.961 -1.024 4.395
H12 -3.184 -2.199 3.091
H13 -2.417 -1.959 4.736
H14 -2.880 1.076 4.937
H15 -1.517 1.685 3.792
H16 -1.061 0.488 5.105
H17 -0.328 1.890 -0.382
H18 -0.641 1.858 -2.195
H19 0.522 -0.765 -0.844
H20 0.468 0.327 -3.850
H21 -0.347 -1.245 -3.107
H22 1.476 -1.075 -3.230
H23 1.681 1.804 0.336
H24 3.394 1.668 -0.301
H25 2.507 -1.944 -0.620
H26 2.979 -3.849 1.103
H27 3.458 -3.259 3.690
H28 3.523 -0.598 4.397
H29 3.072 1.335 2.665
Cl1 1.804 1.943 -4.945
C18 2.884 2.961 -3.961
C19 3.898 3.705 -4.807
Cl2 5.105 2.611 -5.530
H30 3.369 2.321 -3.221
H31 2.249 3.674 -3.431
H32 4.447 4.416 -4.187
H33 3.417 4.259 -5.616

Summary:
- Charge: -1
- Gap between HOMO and LUMO: 0.212 Eh
- HOMO level: -3.3 eV

6.
Computed, not measured: a cluster of 2 separate species, C6H9IS in total in a non-equilibrium geometry, with the ωB97M-V functional and the def2-TZVPD basis.

Positions of all 17 atoms, in Å:
C1 -0.523 -1.014 -0.775
C2 -0.636 -1.289 0.539
C3 -0.913 0.410 -1.118
C4 -1.500 -0.448 1.347
C5 -1.876 0.522 -2.344
C6 2.522 0.519 2.026
S1 -1.662 0.982 0.489
I1 3.923 -0.395 3.460
H1 -0.078 -1.615 -1.425
H2 -0.339 -2.207 1.058
H3 -0.037 1.060 -1.497
H4 -2.204 1.577 -2.233
H5 -2.595 -0.130 -2.224
H6 -1.205 0.212 -3.196
H7 3.128 1.365 1.717
H8 1.762 0.778 2.647
H9 2.234 -0.326 1.531

Summary:
- Energy above the lowest of the compared OMol25 structures with the same formula, charge and spin: 73.2 kcal/mol
- Gap between HOMO and LUMO: 0.302 Eh
- HOMO level: -8.8 eV

7.
Computed, not measured: a structure of composition C12H12N3O3W, with the ωB97M-V functional and the def2-TZVPD basis.

Positions of all 31 atoms, in Å:
W1 -0.097 0.000 0.281
N1 2.107 0.159 -0.579
C1 1.750 0.885 -1.864
C2 0.269 0.580 -1.912
O1 -0.030 -0.655 -1.786
N2 -0.600 1.508 -1.452
C3 -2.008 1.451 -1.842
C4 -2.579 0.119 -2.188
O2 -3.020 -0.854 -2.479
O3 -1.639 -0.595 0.422
H1 2.858 0.654 -0.098
H2 2.493 -0.760 -0.809
H3 2.274 0.475 -2.727
H4 1.942 1.950 -1.772
H5 -2.151 2.089 -2.725
H6 -2.669 1.842 -1.061
C5 0.364 0.108 2.375
C6 -0.107 1.443 2.083
C7 0.844 2.505 1.810
C8 0.446 3.806 1.783
C9 -0.913 4.124 2.037
C10 -1.873 3.125 2.306
C11 -1.488 1.815 2.328
C12 -1.312 5.487 2.023
N3 -1.636 6.591 1.979
H7 -0.279 -0.567 2.937
H8 1.432 -0.019 2.556
H9 1.896 2.262 1.711
H10 1.155 4.608 1.620
H11 -2.892 3.411 2.532
H12 -2.200 1.038 2.584

Summary:
- Charge: +3
- Gap between HOMO and LUMO: 0.245 Eh
- HOMO level: -20.7 eV

8.
Computed, not measured: a cluster of 2 separate species, C26H24ClN2O6 in total in a non-equilibrium geometry, with the ωB97M-V functional and the def2-TZVPD basis.

Positions of all 59 atoms, in Å:
C1 -3.598 2.874 -3.315
C2 -2.157 3.288 -3.355
O1 -1.372 2.198 -2.848
C3 -0.042 2.529 -2.863
C4 0.781 1.407 -2.485
C5 2.159 1.402 -2.714
C6 2.892 2.628 -2.827
C7 4.277 2.631 -2.939
Cl1 5.101 4.129 -3.078
C8 4.997 1.426 -2.974
C9 4.293 0.208 -2.930
C10 2.912 0.189 -2.795
O2 0.308 3.667 -3.197
H1 -4.217 3.717 -3.623
H2 -3.768 2.049 -4.008
H3 -3.884 2.561 -2.308
H4 -1.838 3.521 -4.383
H5 -2.003 4.183 -2.738
H6 0.257 0.498 -2.207
H7 2.346 3.560 -2.814
H8 6.079 1.463 -3.070
H9 4.850 -0.731 -2.994
H10 2.357 -0.749 -2.718
C11 -0.887 -6.742 -0.593
C12 -2.020 -6.654 0.220
C13 -2.842 -5.524 0.169
C14 -2.514 -4.454 -0.675
C15 -3.314 -3.195 -0.718
O3 -2.413 -2.119 -0.181
C16 -2.767 -0.858 -0.425
N1 -1.702 0.182 -0.311
N2 -0.808 0.178 0.539
C17 -0.552 1.417 1.303
O4 -0.867 2.527 0.941
O5 0.072 1.057 2.439
C18 0.708 2.155 3.166
C19 1.079 1.709 4.549
C20 0.857 2.564 5.639
C21 1.356 2.262 6.908
C22 2.086 1.082 7.107
C23 2.287 0.214 6.025
C24 1.774 0.516 4.757
O6 -3.840 -0.446 -0.808
C25 -1.401 -4.552 -1.505
C26 -0.587 -5.684 -1.463
H11 -0.249 -7.624 -0.561
H12 -2.271 -7.466 0.903
H13 -3.748 -5.439 0.770
H14 -3.557 -2.939 -1.758
H15 -4.221 -3.263 -0.110
H16 1.622 2.438 2.621
H17 0.023 3.004 3.199
H18 0.335 3.500 5.445
H19 1.191 2.958 7.734
H20 2.507 0.854 8.086
H21 2.867 -0.698 6.166
H22 1.975 -0.143 3.910
H23 -1.197 -3.732 -2.197
H24 0.287 -5.732 -2.109

Summary:
- Charge: -1
- Gap between HOMO and LUMO: 0.142 Eh
- HOMO level: -2.6 eV

9.
Computed, not measured: a cluster of 12 separate species, C36H96O12 in total in a non-equilibrium geometry, with the ωB97M-V functional and the def2-TZVPD basis.

Positions of all 144 atoms, in Å:
C1 -3.168 5.468 0.749
C2 -3.188 5.999 2.185
C3 -4.503 6.744 2.381
O1 -3.235 4.865 2.930
H1 -3.807 4.597 0.603
H2 -2.195 5.140 0.382
H3 -3.467 6.269 0.074
H4 -2.324 6.637 2.376
H5 -4.561 7.115 3.404
H6 -5.370 6.093 2.266
H7 -4.640 7.530 1.639
H8 -4.026 4.335 2.806
C4 -0.946 -0.731 0.859
C5 -0.770 -0.202 -0.542
C6 0.533 -0.580 -1.163
O2 -1.854 -0.677 -1.339
H9 -1.837 -0.350 1.358
H10 -0.132 -0.503 1.547
H11 -0.994 -1.817 0.781
H12 -0.776 0.888 -0.528
H13 1.438 -0.186 -0.702
H14 0.524 -0.310 -2.219
H15 0.716 -1.650 -1.065
H16 -2.710 -0.405 -1.001
C7 -1.875 -6.338 -0.082
C8 -0.908 -7.242 -0.811
C9 0.486 -6.675 -0.915
O3 -0.841 -8.418 -0.094
H17 -2.911 -6.675 -0.129
H18 -1.922 -5.351 -0.542
H19 -1.655 -6.103 0.959
H20 -1.338 -7.523 -1.773
H21 1.242 -7.316 -1.369
H22 0.926 -6.275 -0.002
H23 0.391 -5.800 -1.558
H24 -0.270 -8.326 0.672
C10 -7.342 -1.276 -2.122
C11 -7.268 -0.923 -0.618
C12 -6.886 -2.127 0.326
O4 -6.389 0.106 -0.466
H25 -8.017 -2.099 -2.356
H26 -6.335 -1.591 -2.396
H27 -7.627 -0.458 -2.783
H28 -8.235 -0.505 -0.336
H29 -6.949 -1.859 1.381
H30 -5.864 -2.484 0.199
H31 -7.677 -2.877 0.342
H32 -6.491 0.399 0.442
C13 8.782 1.751 0.281
C14 7.244 1.715 0.252
C15 6.779 2.787 -0.711
O5 6.753 0.533 -0.225
H33 9.124 2.660 0.775
H34 9.181 1.693 -0.732
H35 9.094 0.822 0.759
H36 6.930 1.823 1.290
H37 6.987 2.537 -1.751
H38 7.241 3.758 -0.532
H39 5.701 2.903 -0.601
H40 6.968 -0.131 0.435
C16 2.143 3.998 3.427
C17 2.050 3.750 4.980
C18 3.214 4.401 5.741
O6 0.967 4.378 5.574
H41 2.150 5.026 3.065
H42 1.464 3.383 2.835
H43 3.102 3.642 3.051
H44 1.982 2.670 5.111
H45 3.224 5.490 5.791
H46 4.118 4.078 5.223
H47 3.303 4.012 6.755
H48 0.240 4.254 4.959
C19 4.580 3.699 -9.714
C20 4.575 3.074 -8.334
C21 3.172 2.542 -8.008
O7 5.495 1.992 -8.387
H49 5.474 4.296 -9.896
H50 3.641 4.210 -9.926
H51 4.538 2.898 -10.452
H52 4.914 3.822 -7.618
H53 3.106 1.998 -7.066
H54 2.911 1.846 -8.806
H55 2.475 3.376 -8.094
H56 5.358 1.538 -7.553
C22 5.268 -4.649 4.540
C23 5.105 -3.673 3.397
C24 3.750 -2.937 3.358
O8 6.019 -2.634 3.624
H57 5.107 -4.029 5.422
H58 6.249 -5.123 4.568
H59 4.492 -5.409 4.440
H60 5.288 -4.131 2.425
H61 2.968 -3.600 2.990
H62 3.720 -2.030 2.754
H63 3.470 -2.575 4.347
H64 5.872 -2.285 4.507
C25 -9.161 1.558 4.645
C26 -8.016 2.589 4.609
C27 -7.583 3.204 5.950
O9 -6.882 2.018 3.993
H65 -9.599 1.515 3.648
H66 -9.999 1.897 5.253
H67 -8.855 0.596 5.057
H68 -8.212 3.417 3.927
H69 -6.634 3.738 5.901
H70 -7.552 2.494 6.776
H71 -8.275 3.989 6.253
H72 -6.491 1.331 4.539
C28 5.384 -2.902 -6.538
C29 5.074 -2.621 -5.072
C30 5.468 -3.785 -4.170
O10 5.830 -1.462 -4.730
H73 4.788 -2.196 -7.117
H74 5.084 -3.929 -6.743
H75 6.439 -2.874 -6.811
H76 4.010 -2.434 -4.930
H77 5.278 -3.578 -3.116
H78 6.505 -4.035 -4.394
H79 4.980 -4.731 -4.404
H80 5.612 -1.295 -3.810
C31 -2.632 0.217 7.988
C32 -2.521 -0.559 6.686
C33 -1.795 -1.858 6.812
O11 -3.868 -0.943 6.297
H81 -3.387 1.000 7.929
H82 -1.679 0.704 8.195
H83 -2.790 -0.468 8.821
H84 -2.005 0.046 5.942
H85 -2.256 -2.540 7.527
H86 -0.771 -1.745 7.167
H87 -1.713 -2.305 5.821
H88 -4.127 -1.710 6.814
C34 -1.004 -1.739 -8.316
C35 -1.328 -1.322 -6.862
C36 -2.096 -0.013 -6.892
O12 -2.191 -2.155 -6.258
H89 -0.547 -0.978 -8.948
H90 -1.909 -2.168 -8.748
H91 -0.184 -2.457 -8.306
H92 -0.386 -1.278 -6.316
H93 -1.656 0.708 -7.581
H94 -2.166 0.476 -5.920
H95 -3.107 -0.225 -7.238
H96 -2.319 -1.873 -5.349

Summary:
- SMILES: CC(C)O.CC(C)O.CC(C)O.CC(C)O.CC(C)O.CC(C)O.CC(C)O.CC(C)O.CC(C)O.CC(C)O.CC(C)O.CC(C)O
- Energy above the lowest of the compared OMol25 structures with the same formula, charge and spin: 122.1 kcal/mol
- Gap between HOMO and LUMO: 0.361 Eh
- HOMO level: -9.9 eV

| no. | E_tot (eV) | molecular weight (g mol⁻¹) |
| --- | --- | --- |
| 1 | -41760.1088 | 535.0 |
| 2 | -102297.8428 | 427.3 |
| 3 | -67506.7983 | 511.3 |
| 4 | -86772.7318 | 167.4 |
| 5 | -60145.5853 | 409.4 |
| 6 | -25299.5216 | 240.1 |
| 7 | -25042.3071 | 430.1 |
| 8 | -55137.4138 | 495.9 |
| 9 | -63454.6695 | 721.2 |